# 1
A molecular structure, C22H28N5O4Pt. Source: OMol25; level of theory: ωB97M-V with the def2-TZVPD basis set.

Last column: natural (NBO) charge in e.
Positions of all 60 atoms, in Å:
Pt1 -0.20427 1.05871 0.91837  1.079
O1 0.60807 -1.90917 1.12635  -0.705
C1 -0.35057 -1.68245 1.86234  0.795
O2 -0.84626 -0.49666 2.06029  -0.770
C2 -1.03262 -2.78562 2.60743  -0.181
C3 -1.99006 -2.50649 3.57877  -0.157
C4 -2.62969 -3.54244 4.23680  -0.197
C5 -2.30298 -4.84079 3.89305  0.046
C6 -1.35186 -5.14489 2.93753  -0.214
C7 -0.70838 -4.10167 2.29515  -0.105
N1 -3.00840 -5.95193 4.57015  0.529
O3 -3.76523 -5.66245 5.47090  -0.360
O4 -2.73859 -7.07846 4.21521  -0.359
H1 -2.22747 -1.47914 3.81355  0.238
H2 -3.37141 -3.36286 5.00062  0.259
H3 -1.13097 -6.17819 2.71528  0.259
H4 0.04977 -4.29635 1.54992  0.232
N2 2.00465 0.40774 0.98151  -0.828
C8 2.88032 0.65372 -0.11747  0.206
C9 3.39465 1.92719 -0.32478  -0.279
C10 4.23169 2.16433 -1.40365  -0.179
C11 4.55263 1.13498 -2.27860  -0.213
C12 4.04228 -0.13724 -2.06086  -0.186
C13 3.20934 -0.38336 -0.98004  -0.267
H5 1.80153 -0.58544 1.11842  0.447
H6 2.32085 0.84463 1.83960  0.402
H7 3.14547 2.72352 0.36715  0.206
H8 4.64390 3.15290 -1.55668  0.222
H9 5.21452 1.31796 -3.11366  0.230
H10 4.30222 -0.94743 -2.72888  0.230
H11 2.82227 -1.37819 -0.79349  0.233
C14 -0.01776 -0.38209 -1.89098  -0.276
C15 -0.67939 -0.86717 -3.21648  -0.252
N3 -2.04946 -0.37930 -3.30505  -0.397
C16 -2.82299 -0.88222 -2.18033  -0.251
C17 -2.19099 -0.40415 -0.83829  -0.265
N4 -0.99928 0.42394 -1.13985  -0.397
C18 -1.40432 1.58715 -1.95296  -0.261
C19 -2.04636 1.07376 -3.27851  -0.250
H12 0.85161 0.24376 -2.08469  0.218
H13 0.28245 -1.21192 -1.25403  0.237
H14 -0.69015 -1.95563 -3.26323  0.217
H15 -0.12315 -0.49836 -4.07813  0.214
H16 -2.83900 -1.97071 -2.22323  0.218
H17 -3.84889 -0.52677 -2.27140  0.216
H18 -1.86822 -1.24631 -0.23237  0.223
H19 -2.88871 0.19775 -0.25489  0.216
H20 -0.51844 2.18859 -2.14864  0.210
H21 -2.10892 2.18294 -1.37157  0.212
H22 -1.48473 1.43965 -4.13775  0.214
H23 -3.07191 1.43079 -3.36889  0.216
C20 1.59285 6.05197 0.82032  -0.589
C21 0.62095 5.45740 -0.20799  -0.523
C22 0.36146 4.04479 0.04960  0.487
N5 0.18634 2.92900 0.23434  -0.479
H24 1.84512 7.06777 0.52576  0.241
H25 2.51211 5.47102 0.87255  0.219
H26 1.14247 6.08375 1.81039  0.228
H27 1.02677 5.53389 -1.21831  0.268
H28 -0.33487 5.98226 -0.19564  0.271

Forces on atoms 1 to 2 (eV/Å):
0.029 -0.100 -0.087
-0.053 -0.281 -0.154

* ⟨S²⟩: 2.009
* multiplicity: 3
* total charge: +1
* HOMO (alpha / beta): -11.2 / -11.5 eV
* energy relative to the best compared isomer or geometry (same formula, charge and spin): 0.00 kJ/mol

=====

# 2
A molecular structure, C4H35CuNO17S in a non-equilibrium geometry. Source: OMol25; level of theory: ωB97M-V with the def2-TZVPD basis set.

Last column: natural (NBO) charge in e.
Positions of all 59 atoms, in Å:
Cu1 -2.09997 0.46028 0.79410  0.907
S1 0.24697 0.19459 -0.94695  2.663
O1 1.69246 0.39650 -0.75668  -1.095
O2 -0.48717 1.47050 -0.68987  -1.149
O3 -0.02694 -0.19795 -2.34834  -1.072
O4 -0.27909 -0.79119 0.02159  -1.121
C1 -2.72083 -1.05082 4.95423  -0.627
C2 -2.48156 -0.19266 3.70988  -0.070
C3 -1.40869 0.86505 3.87656  -0.072
O5 -1.36322 1.69678 2.76240  -0.578
C4 -0.05265 2.19730 2.46507  -0.254
N1 -2.11720 -1.05894 2.56884  -0.909
H1 -1.81358 -1.59714 5.21115  0.214
H2 -3.56285 -1.70234 4.71490  0.210
H3 -3.06009 -0.49024 5.82954  0.212
H4 -3.42575 0.28738 3.43016  0.188
H5 -0.48002 0.32640 4.10635  0.185
H6 -1.66439 1.40687 4.79921  0.169
H7 -0.08709 2.99917 1.73809  0.238
H8 0.53538 1.37799 2.04092  0.173
H9 0.43150 2.52038 3.39036  0.167
H10 -2.69582 -1.88901 2.63329  0.374
H11 -1.15028 -1.36023 2.68978  0.405
O6 2.53216 -2.13440 -0.13527  -0.969
H12 2.25509 -1.19921 -0.14043  0.493
H13 2.66931 -2.35411 0.79003  0.467
O7 2.41517 -1.52749 -4.53635  -0.970
H14 3.09227 -1.28033 -5.17365  0.474
H15 1.69407 -0.89411 -4.69438  0.511
O8 0.73305 0.79137 -4.72490  -0.997
H16 0.69689 1.74617 -4.81830  0.477
H17 0.54877 0.62175 -3.77862  0.505
O9 -1.56088 -2.24930 -3.03863  -0.962
H18 -2.45414 -1.92030 -2.90853  0.444
H19 -0.98309 -1.52442 -2.71273  0.492
O10 3.53160 2.01639 0.50236  -0.974
H20 2.97681 1.37536 0.01893  0.507
H21 3.93695 2.54586 -0.19222  0.474
O11 3.69113 0.07679 -2.54784  -1.002
H22 2.91855 0.24702 -1.98506  0.485
H23 3.33214 -0.41133 -3.29929  0.478
O12 -2.58716 3.14315 -1.09239  -0.963
H24 -2.31288 4.02113 -0.81288  0.458
H25 -1.77361 2.61811 -1.06628  0.498
O13 1.23869 3.62852 -0.08277  -1.003
H26 0.57551 2.96372 -0.33570  0.490
H27 2.00380 3.09677 0.19291  0.481
O14 -1.06867 -3.39186 -0.20575  -0.944
H28 -1.26488 -3.58525 0.71489  0.431
H29 -0.64651 -2.50973 -0.18029  0.499
O15 0.90889 -1.37900 2.53088  -0.983
H30 0.63117 -0.91270 1.72108  0.507
H31 1.69890 -0.91575 2.82586  0.474
O16 1.28762 -3.11802 -2.40634  -0.982
H32 1.60186 -2.53986 -3.11450  0.475
H33 1.88683 -2.96693 -1.65447  0.488
O17 -2.29456 0.98773 -3.47151  -0.970
H34 -2.36320 0.33251 -4.17248  0.465
H35 -1.47676 0.73308 -3.01002  0.488

Forces on atoms 1 to 2 (eV/Å):
0.823 -0.408 0.239
-0.451 0.669 -1.144

* total charge: -1
* HOMO: -6.5 eV

=====

# 3
C3H7NO2 in the gas phase in a non-equilibrium geometry. Source: OMol25; level of theory: ωB97M-V with the def2-TZVPD basis set.

Last column: natural (NBO) charge in e.
Positions of all 13 atoms, in Å:
C1 2.06808 -0.83506 -1.34169  -0.415
N1 0.84880 -0.13230 -1.04218  -0.631
C2 0.13161 -0.67832 0.11345  -0.331
C3 -0.82330 0.37039 0.58511  0.791
O1 -0.62329 1.54994 0.59026  -0.597
O2 -1.92113 -0.14542 1.19302  -0.680
H1 2.80499 -0.94269 -0.53814  0.162
H2 1.88381 -1.88526 -1.61379  0.185
H3 2.48536 -0.39240 -2.24547  0.209
H4 0.86931 0.87346 -1.07508  0.391
H5 -0.28359 -1.66071 -0.07398  0.220
H6 0.89410 -0.72397 0.91331  0.201
H7 -2.36367 0.63057 1.61258  0.495

Forces on atoms 1 to 2 (eV/Å):
-0.077 -0.431 -0.726
-0.754 -1.206 -0.119

* total charge: 0
* HOMO: -8.8 eV
* energy relative to the best compared isomer or geometry (same formula, charge and spin): 100.34 kJ/mol
* SMILES string: CNCC(=O)O

=====

# 4
10 unconnected molecules or ions with the total composition H19O10 in a non-equilibrium geometry. Source: OMol25; level of theory: ωB97M-V with the def2-TZVPD basis set.

Last column: natural (NBO) charge in e.
Positions of all 29 atoms, in Å:
O1 0.33319 0.10510 -0.38686  -1.293
H1 -0.41326 -0.25709 0.02571  0.454
O2 0.55685 3.26412 0.91875  -0.984
H2 0.94913 3.00256 0.05268  0.492
H3 0.34126 2.54697 1.38101  0.464
O3 0.88098 2.33263 -1.82457  -1.023
H4 0.21270 3.06540 -2.16020  0.494
H5 0.64035 1.53941 -1.39721  0.518
O4 -1.62215 -1.86409 2.63442  -0.917
H6 -1.66652 -1.90799 3.50245  0.441
H7 -0.80697 -1.46447 2.64921  0.474
O5 -2.24839 0.92715 -1.30022  -0.984
H8 -1.30013 0.84885 -1.27083  0.506
H9 -2.60538 1.43834 -0.60133  0.478
O6 0.44749 -2.06136 -2.09205  -0.971
H10 0.69760 -2.86500 -1.62631  0.459
H11 0.72319 -1.32627 -1.62507  0.499
O7 1.61541 -1.77158 1.84861  -0.974
H12 1.18452 -1.09039 1.24447  0.501
H13 1.49154 -2.61781 1.52486  0.460
O8 0.14696 0.88039 2.35117  -0.997
H14 1.05414 0.94761 2.54341  0.466
H15 0.19117 0.73580 1.31233  0.495
O9 2.95188 -0.05815 -0.43936  -0.990
H16 1.97443 0.13804 -0.35939  0.499
H17 2.99250 -0.09463 -1.44506  0.451
O10 -3.27479 -1.53040 -1.68612  -0.954
H18 -2.75224 -2.01704 -2.27889  0.454
H19 -2.69546 -0.84607 -1.49562  0.483

Forces on atoms 1 to 2 (eV/Å):
1.378 1.244 -0.309
-1.781 -1.156 0.558

* total charge: -1
* HOMO: -6.8 eV
* energy relative to the best compared isomer or geometry (same formula, charge and spin): 203.27 kJ/mol

=====

# 5
2 unconnected molecules or ions with the total composition C10H22BIN2O. Source: OMol25; level of theory: ωB97M-V with the def2-TZVPD basis set.

Last column: natural (NBO) charge in e.
Positions of all 37 atoms, in Å:
O1 2.42517 -2.43517 -1.56456  -0.735
C1 2.64570 -1.12882 -1.00938  -0.062
C2 4.00122 -1.09367 -0.32609  -0.425
C3 3.92111 -1.18917 1.18821  -0.381
C4 3.23173 -0.00626 1.91337  -0.690
B1 3.20779 1.41833 1.12130  -0.137
I1 1.45905 2.64635 2.00475  -0.387
H1 1.65691 -2.37799 -2.13191  0.452
H2 2.60808 -0.36482 -1.78563  0.164
H3 1.86553 -0.89561 -0.28147  0.149
H4 4.54421 -1.96754 -0.69208  0.210
H5 4.57061 -0.23187 -0.65776  0.216
H6 4.91463 -1.36613 1.59516  0.196
H7 3.36119 -2.10185 1.40876  0.181
H8 2.22486 -0.30436 2.20519  0.182
H9 3.77387 0.15397 2.84457  0.212
H10 4.18469 2.11065 1.29249  -0.047
H11 2.94170 1.35208 -0.06022  -0.079
C5 -1.25406 0.12145 1.75721  -0.629
C6 -1.20112 -0.13624 0.26969  -0.225
N1 -2.53078 -0.01039 -0.35242  -0.262
C7 -3.49927 -0.98022 -0.41486  -0.045
C8 -4.56212 -0.43874 -1.05859  -0.044
N2 -4.22136 0.85602 -1.37674  -0.291
C9 -2.98532 1.08506 -0.93688  0.253
C10 -5.05996 1.82659 -2.07908  -0.408
H12 -1.90803 -0.57700 2.28516  0.199
H13 -0.24613 0.03124 2.15702  0.277
H14 -1.59349 1.13590 1.96121  0.230
H15 -0.81881 -1.12972 0.04162  0.224
H16 -0.54745 0.59027 -0.21260  0.250
H17 -3.32891 -1.95308 0.00989  0.255
H18 -5.52515 -0.83580 -1.32301  0.244
H19 -2.44193 2.01046 -1.03342  0.255
H20 -4.57102 2.13775 -2.99844  0.231
H21 -5.23444 2.69023 -1.44284  0.233
H22 -6.00873 1.35811 -2.31763  0.231

Forces on atoms 1 to 2 (eV/Å):
0.075 0.033 0.094
0.103 0.181 0.056

* total charge: 0
* HOMO: -6.8 eV

=====

# 6
C18H17ClN4OS in the gas phase in a non-equilibrium geometry. Source: OMol25; level of theory: ωB97M-V with the def2-TZVPD basis set.

Last column: natural (NBO) charge in e.
Positions of all 42 atoms, in Å:
C1 2.17250 -0.83969 4.87878  -0.656
C2 0.87899 -0.14372 4.81591  0.363
N1 0.10826 -0.02094 5.81699  -0.590
S1 -1.30786 0.81546 5.40425  0.549
C3 -0.75002 0.89394 3.74058  0.098
C4 -1.50556 1.57458 2.60648  0.053
C5 -1.02579 3.04712 2.48583  -0.585
C6 -3.03085 1.58462 2.77850  -0.612
N2 -1.11675 1.05293 1.31271  -0.615
C7 -1.53256 -0.17213 0.77275  0.651
O1 -2.50906 -0.81997 1.16360  -0.608
C8 -0.68766 -0.70995 -0.33674  0.105
C9 -0.82406 -2.04239 -0.77884  -0.195
C10 0.01779 -2.53741 -1.75268  -0.172
C11 1.01012 -1.69294 -2.23866  -0.211
C12 1.12541 -0.35030 -1.83690  0.164
C13 2.12466 0.55773 -2.43181  0.003
C14 2.22024 1.92124 -2.10401  -0.192
C15 3.09927 2.79199 -2.72766  -0.201
C16 3.99018 2.31377 -3.67803  -0.221
C17 4.02262 0.97338 -3.99584  -0.054
Cl1 5.15539 0.33028 -5.12753  0.018
C18 3.03327 0.12016 -3.45148  -0.210
N3 0.25091 0.12262 -0.89978  -0.431
N4 0.43691 0.37825 3.57792  -0.487
H1 2.46942 -1.22394 3.89827  0.236
H2 2.95219 -0.17743 5.21190  0.234
H3 2.12714 -1.68502 5.61172  0.237
H4 0.02493 3.13927 2.27724  0.214
H5 -1.58830 3.55528 1.69551  0.222
H6 -1.16131 3.56675 3.40562  0.211
H7 -3.29611 2.28172 3.57955  0.208
H8 -3.38355 0.59943 3.04250  0.243
H9 -3.52189 1.88005 1.85068  0.234
H10 -0.21989 1.28855 0.91890  0.425
H11 -1.53443 -2.70893 -0.30276  0.242
H12 -0.10552 -3.55378 -2.09637  0.224
H13 1.63573 -2.13412 -2.97817  0.212
H14 1.56500 2.37153 -1.38877  0.226
H15 3.15467 3.84543 -2.45103  0.223
H16 4.71211 2.93667 -4.16243  0.224
H17 3.03889 -0.90468 -3.88125  0.220

Forces on atoms 1 to 2 (eV/Å):
0.458 -1.422 0.424
-0.572 0.565 -2.216

* total charge: 0
* HOMO: -9.0 eV
* energy relative to the best compared isomer or geometry (same formula, charge and spin): 0.00 kJ/mol
* SMILES string: Cc1nsc(C(C)(C)NC(=O)c2cccc(-c3cccc(Cl)c3)n2)n1

=====

total charge of number 2 (C4H35CuNO17S)?
-1